Below is a molecular structure, C8H13N, with properties calculated with ωB97M-V with the def2-TZVPD basis set.

Values from the calculation:
* total charge: 0
* energy above the lowest of the compared OMol25 structures with the same formula, charge and spin: 260.61 kJ/mol
* 2S+1: 1
* E_HOMO: -8.693 eV

CARTESIAN COORDINATES (ANGSTROEM)
H 1.474 2.006 1.722
H 3.057 0.765 0.115
C -0.720 -1.219 -0.929
C 2.339 0.084 -0.222
H 0.053 -0.869 2.367
C -0.722 -0.492 1.724
C -0.435 -0.267 0.184
C 0.761 1.328 1.306
H 2.321 0.021 -1.294
H 0.288 -0.140 -2.564
N -1.203 1.069 0.169
C 0.986 0.474 0.316
H -1.346 0.498 -2.171
H -1.114 -1.152 -3.060
H -1.766 -1.537 -0.726
H 2.633 -0.895 0.196
H 0.019 -2.070 -0.931
C -0.738 1.060 1.627
H -2.216 0.799 0.199
H -1.754 -0.820 1.919
C -0.760 -0.452 -2.292
H -1.157 1.809 2.345

***

Below is a molecular structure, C8H13N2O2, with properties calculated with ωB97M-V with the def2-TZVPD basis set.

Values from the calculation:
* total charge: +1
* energy above the lowest of the compared OMol25 structures with the same formula, charge and spin: 240.14 kJ/mol
* 2S+1: 1
* E_HOMO: -12.940 eV

CARTESIAN COORDINATES (ANGSTROEM)
C -2.001 -0.167 -1.200
H 4.039 -1.245 -0.074
H -0.154 0.415 -1.646
H 2.725 -1.778 -1.158
H -3.661 -1.284 -0.799
C 2.150 -0.001 -0.005
H 1.535 1.556 0.812
H -1.852 2.231 -1.413
C -2.752 -0.876 -0.402
C -0.781 0.685 -0.820
C -0.204 0.237 0.488
H -0.729 -0.875 2.271
H -2.341 -0.044 -2.303
H 3.756 -0.206 -1.335
H -0.133 2.299 1.075
C -2.345 -1.035 1.010
N 0.222 1.354 1.292
N 0.966 -0.582 0.291
H 0.998 -1.543 0.109
H 0.075 0.904 2.224
C 3.204 -0.910 -0.690
H -3.013 -1.681 1.572
C -1.101 -0.642 1.297
O -1.125 2.044 -0.792
O 2.523 1.149 0.195

***

Below is a single C8H13N2O5PS molecule, with properties calculated with ωB97M-V with the def2-TZVPD basis set.

Values from the calculation:
* total charge: 0
* energy above the lowest of the compared OMol25 structures with the same formula, charge and spin: 0.00 kJ/mol
* 2S+1: 1
* E_HOMO: -8.395 eV
* SMILES string: CCCc1sc(N)nc1C(=O)OCP(=O)(O)O

CARTESIAN COORDINATES (ANGSTROEM)
H -2.253 -1.549 -2.967
N -1.487 0.325 1.403
P -1.590 -3.457 -1.706
N -2.466 1.247 3.253
O -1.386 -0.690 -1.267
H -2.471 1.995 3.925
C -1.350 1.119 2.429
H 2.579 0.472 0.025
H 2.597 2.298 -1.593
C 2.250 1.107 0.840
O -1.219 -3.737 -0.195
O 0.842 -1.098 -0.867
O -2.983 -3.934 -1.859
C 2.145 2.936 -0.811
O -0.609 -4.355 -2.543
S 0.234 1.864 2.610
H 2.380 3.975 -1.027
H -2.021 -3.406 0.217
H 2.838 0.738 1.687
H 2.240 3.289 1.278
H -0.556 -1.676 -2.953
C -0.290 0.242 0.688
C 2.638 2.575 0.538
H 1.058 2.816 -0.847
C -1.402 -1.699 -2.284
C -0.211 -0.565 -0.576
C 0.773 0.955 1.223
H -0.687 -5.204 -2.113
H 3.724 2.649 0.572
H -3.317 0.769 2.919

***

Below is a single C8H13N3O molecule, with properties calculated with ωB97M-V with the def2-TZVPD basis set.

Values from the calculation:
* total charge: 0
* energy above the lowest of the compared OMol25 structures with the same formula, charge and spin: 408.37 kJ/mol
* 2S+1: 1
* E_HOMO: -8.775 eV
* SMILES string: CC(C)C(=O)N[C@]1(C#N)CN1C

CARTESIAN COORDINATES (ANGSTROEM)
H 0.683 0.469 0.587
H 0.321 2.934 -3.106
C 3.233 0.058 -1.321
H -2.492 -1.320 1.467
C 0.153 -2.492 1.289
N 1.555 1.800 -1.838
C 0.232 2.027 -2.377
N 4.251 -0.376 -1.494
H -0.480 2.080 -1.615
C -1.803 -0.872 0.752
H 0.066 1.101 -2.976
H -0.301 -3.463 1.327
C 1.996 0.656 -1.047
N 1.052 0.042 -0.165
O 0.556 -1.520 -1.718
H -1.123 -2.459 -0.296
C 2.120 2.481 -0.779
H 1.307 -2.651 0.958
H -2.562 -0.520 0.009
H 1.698 2.955 0.114
C 0.361 -1.032 -0.640
C -0.652 -1.729 0.225
H 3.169 2.718 -0.832
H 0.065 -2.085 2.379
H -1.537 0.056 1.293

***

Sequential LUMO level output: 1.05 -3.34 0.42 0.54 eV